# C33H29Cl2CrN2O7S4

A structure of composition C33H29Cl2CrN2O7S4 in a non-equilibrium geometry (ωB97M-V/def2-TZVPD, OMol25).

## Properties
HOMO level (alpha / beta)	-7.82 / -7.82	eV
expectation value of S²	0.771
orbital gap (alpha / beta)	6.416 / 6.588	eV
total energy	-5468.4727	Ha
multiplicity	2
energy above the lowest of the compared OMol25 structures with the same formula, charge and spin	48.0	kJ/mol

Last column: Mulliken charge in e.
Cartesian coordinates (Å):
Cr: -0.16566 1.09724 -0.29006  -0.65
Cl: -1.34836 -1.83947 -6.81870  -0.25
C: -0.97528 -0.88257 -5.42158  0.13
C: 0.12588 -0.01249 -5.45404  -0.74
C: 0.43452 0.74975 -4.36043  -0.32
C: -0.31452 0.66953 -3.16196  0.72
O: 0.01333 1.41273 -2.15739  0.03
C: -1.43127 -0.22145 -3.15188  -0.34
C: -2.29583 -0.24942 -2.03149  0.55
N: -1.97387 0.29026 -0.90165  1.02
C: -2.95282 0.63287 0.03705  -0.81
C: -4.09919 -0.05333 0.35947  -0.31
C: -4.95254 0.44992 1.35644  -0.99
C: -4.69808 1.64825 1.96761  -0.83
C: -3.57626 2.41991 1.58850  1.12
C: -3.29075 3.71500 2.07345  -0.90
C: -2.21052 4.38592 1.57138  -1.00
C: -1.36528 3.76182 0.64256  -0.32
N: -1.54976 2.52196 0.22416  0.65
C: -2.68198 1.88009 0.64635  0.61
C: -1.74776 -0.97355 -4.30048  -1.16
H: 0.72340 0.04594 -6.35357  0.45
H: 1.27959 1.42439 -4.37486  0.55
H: -3.30352 -0.64240 -2.17883  0.33
H: -4.32856 -0.98860 -0.13507  0.39
H: -5.82971 -0.11763 1.63786  0.41
H: -5.36225 2.02702 2.73447  0.46
H: -3.93910 4.16648 2.81420  0.46
H: -1.97637 5.39102 1.89066  0.45
H: -0.50712 4.27777 0.23995  0.64
H: -2.60431 -1.63655 -4.28163  0.46
O: 0.92359 2.87476 1.82238  -0.70
Cl: 1.40132 2.33586 0.55032  1.36
O: 2.75631 1.90734 0.71008  -0.62
O: 1.34899 3.40427 -0.44950  -0.64
O: -0.65794 0.54711 1.68696  -0.62
O: 0.98996 -0.42729 -0.35858  -0.03
C: 2.15930 -1.15345 -0.68960  3.06
C: 3.11565 -0.41639 -1.65252  -0.06
C: 2.93443 0.73675 -2.34663  -0.78
C: 4.04900 1.09225 -3.15508  -1.34
C: 5.06622 0.20173 -3.06875  -0.72
S: 4.67901 -1.08187 -2.00079  -0.02
C: 2.95982 -1.58496 0.54840  -0.19
C: 4.00253 -0.95333 1.15107  -0.92
C: 4.46494 -1.61725 2.31639  -0.93
C: 3.77024 -2.74926 2.59055  -0.58
S: 2.54915 -3.02908 1.41827  -0.04
C: 1.67686 -2.40813 -1.44053  -0.55
C: 0.44461 -2.60174 -1.98170  -0.69
C: 0.32012 -3.83297 -2.68100  -0.78
C: 1.46144 -4.56568 -2.64180  -0.83
S: 2.69951 -3.76238 -1.76559  0.04
H: 2.05682 1.35039 -2.28502  1.05
H: 4.07933 1.99131 -3.75458  0.45
H: 6.02453 0.21672 -3.56231  0.48
H: 4.40684 -0.02100 0.79894  0.65
H: 5.27362 -1.24744 2.93067  0.44
H: 3.91422 -3.45651 3.39170  0.50
H: -0.34294 -1.87868 -1.87329  0.33
H: -0.58091 -4.14270 -3.19226  0.45
H: 1.65479 -5.53647 -3.06895  0.47
C: -0.00732 1.62612 4.93116  -1.17
C: -0.92825 0.60941 4.27282  -0.42
S: -0.07262 -0.12580 2.85487  1.59
O: 1.33572 -0.07796 3.05801  -0.78
C: -0.62579 -1.83503 2.74214  -0.03
C: -2.13618 -1.90494 2.58804  -1.10
H: -0.54596 2.18149 5.69812  0.42
H: 0.37234 2.31912 4.18216  0.27
H: 0.84199 1.12579 5.39229  0.33
H: -1.81993 1.07459 3.85402  0.12
H: -1.20513 -0.20113 4.94778  0.48
H: -0.24869 -2.34952 3.62536  0.56
H: -0.10904 -2.21367 1.86189  -0.28
H: -2.64850 -1.54271 3.48094  0.29
H: -2.45225 -2.93213 2.40884  0.48
H: -2.44780 -1.29598 1.74385  0.15